[1]
Formula: C4H6O2S
Source: the OMol25 dataset
Level of theory: ωB97M-V/def2-TZVPD

The geometry in ORCA input format:
```
! RIJCOSX wB97M-V def2-TZVPD def2/J DEFGRID3
* xyz 0 1
C -2.958 0.714 -0.403
C -1.834 0.405 0.098
O -1.277 -0.903 0.177
C -0.050 -1.089 0.731
S 1.301 -0.855 -0.462
C 2.004 0.833 -0.140
O 1.441 1.733 0.438
H -3.551 0.052 -1.005
H -3.373 1.808 -0.454
H -1.167 1.368 0.368
H -0.119 -2.139 1.224
H 0.107 -0.234 1.441
H 3.013 1.010 -0.816
*
```

Computed properties:
- SMILES string = C=COCSC=O
- LUMO energy (eV) = 0.563
- ΔE to the lowest compared entry with this formula, charge and spin (kJ/mol) = 252.4
- energy (eV) = -19172.6910
- HOMO level (hartree) = -0.3461

[2]
Formula: C4H6O2S
Source: the OMol25 dataset
Level of theory: ωB97M-V/def2-TZVPD

The geometry in ORCA input format:
```
! RIJCOSX wB97M-V def2-TZVPD def2/J DEFGRID3
* xyz 0 1
S 0.537 0.135 -2.373
C 1.157 -0.126 -0.702
C 0.584 0.646 0.387
O -0.758 1.013 0.101
C -1.466 -0.083 0.597
O -0.731 -1.301 0.416
C 0.575 -0.893 0.466
H -0.471 1.116 -2.214
H 2.262 0.190 -0.836
H 1.071 1.097 1.138
H -2.434 -0.397 0.095
H -1.416 0.076 1.766
H 1.089 -1.473 1.160
*
```

Computed properties:
- SMILES string = S[C@H]1[C@H]2OCO[C@@H]12
- LUMO energy (eV) = 0.805
- ΔE to the lowest compared entry with this formula, charge and spin (kJ/mol) = 319.9
- energy (eV) = -19171.9907
- HOMO level (hartree) = -0.3291

[3]
Formula: C4H6O2S2
Source: the OMol25 dataset
Level of theory: ωB97M-V/def2-TZVPD

The geometry in ORCA input format:
```
! RIJCOSX wB97M-V def2-TZVPD def2/J DEFGRID3
* xyz 0 1
C -0.349 0.177 -1.268
C 0.294 -0.645 -0.446
C 0.355 0.335 1.779
C -0.119 -0.916 0.998
O -1.912 2.288 -1.742
O 1.524 -0.663 -2.933
S -1.681 1.206 -0.774
S 0.461 0.350 -2.904
H 1.285 -1.006 -0.727
H 1.364 0.192 2.270
H -0.329 0.476 2.700
H 0.175 1.126 1.072
H -1.261 -0.940 0.904
H 0.192 -1.982 1.070
*
```

Computed properties:
- LUMO energy (spin up / spin down) (eV) = -1.434 / -1.566
- ΔE to the lowest compared entry with this formula, charge and spin (kJ/mol) = 427.0
- energy (eV) = -30006.9562
- HOMO level (spin up / spin down) (hartree) = -0.3202 / -0.3217

[4]
Formula: C4H6O3Pt
Source: the OMol25 dataset
Level of theory: ωB97M-V/def2-TZVPD

The geometry in ORCA input format:
```
! RIJCOSX wB97M-V def2-TZVPD def2/J DEFGRID3
* xyz 3 4
C -3.474 -0.233 -0.455
C -2.221 -0.490 -0.391
O -4.617 0.088 -0.732
H -1.500 0.331 -0.330
H -1.998 -1.570 -0.517
H -5.216 0.287 0.024
O 0.419 -0.701 0.528
C 0.848 0.389 0.642
O 2.116 0.799 0.517
Pt 2.442 2.569 0.501
C 3.133 -0.211 0.114
H 3.203 -0.922 0.940
H 2.805 -0.686 -0.814
H 4.059 0.350 -0.029
*
```

Computed properties:
- LUMO energy (spin up / spin down) (eV) = -15.596 / -18.205
- energy (eV) = -13589.6233
- HOMO level (spin up / spin down) (hartree) = -0.8191 / -0.8191
- <S²> = 3.755

Question: Which value of energy does entry 4 give?
Answer: -13589.6233 eV

Question: The highest energy belongs to which entry?
Answer: C4H6O3Pt

Question: What is the energy in the first record?
Answer: -19172.6910 eV